# 1
A molecular structure, C40H37BrN4O2PV, computed with ωB97M-V/def2-TZVPD.

Results
frontier orbital gap (alpha / beta)	0.2273 / 0.2495	Eh
molar mass	767.58	g/mol
energy above the lowest of the compared OMol25 structures with the same formula, charge and spin	0.0	kcal/mol

Geometry as ORCA input:
```
! RIJCOSX wB97M-V def2-TZVPD def2/J DEFGRID3
* xyz 1 4
V 0.6112 -0.4334 0.3354
Br 7.9503 -2.1496 0.0147
C 6.1213 -1.7666 -0.2301
C 5.5249 -1.9918 -1.4882
C 4.2031 -1.7250 -1.6968
C 3.3680 -1.2190 -0.6585
O 2.1206 -1.0253 -0.9026
C 3.9881 -0.9744 0.6016
C 3.3259 -0.3998 1.7239
N 2.0821 -0.0293 1.7775
C 1.5699 0.5880 2.9565
C 2.3222 1.0878 3.9886
C 1.7208 1.7243 5.0967
C 0.3696 1.8881 5.1556
C -0.4388 1.4188 4.0923
C -1.8442 1.6082 4.0757
C -2.5714 1.1753 3.0117
C -1.8946 0.5370 1.9490
N -0.6027 0.3231 1.9328
C 0.1488 0.7570 3.0025
C 5.3681 -1.2649 0.7855
H 6.1328 -2.3770 -2.2970
H 3.7503 -1.8853 -2.6666
H 3.9519 -0.2739 2.6063
H 3.4010 1.0238 3.9663
H 2.3512 2.0938 5.8940
H -0.0995 2.3852 5.9947
H -2.3186 2.1065 4.9125
H -3.6421 1.3074 2.9518
H -2.4508 0.2027 1.0814
H 5.8190 -1.0724 1.7516
N 0.4968 -2.5429 1.1523
C -0.7615 -3.2544 1.0156
C -1.1023 -4.2368 1.9363
C -2.2701 -4.9631 1.7717
C -3.0851 -4.7308 0.6701
C -2.7426 -3.7451 -0.2378
C -1.5965 -2.9671 -0.0642
P -1.1221 -1.6007 -1.1776
C -2.6526 -0.6892 -1.5520
C -3.8797 -0.8772 -0.9258
C -4.9553 -0.0449 -1.2184
C -4.8175 0.9809 -2.1385
C -3.5914 1.1806 -2.7649
C -2.5181 0.3591 -2.4673
C -0.7358 -2.4704 -2.7329
C -1.6945 -2.7113 -3.7132
C -1.3724 -3.4537 -4.8407
C -0.0933 -3.9683 -4.9928
C 0.8654 -3.7348 -4.0165
C 0.5495 -2.9849 -2.8944
H 1.1974 -2.9938 0.5654
H 0.8401 -2.6252 2.1037
H -0.4411 -4.4462 2.7689
H -2.5326 -5.7262 2.4923
H -3.9819 -5.3169 0.5217
H -3.3784 -3.5678 -1.0977
H -4.0134 -1.6786 -0.2092
H -5.9069 -0.2117 -0.7300
H -5.6584 1.6197 -2.3742
H -3.4719 1.9750 -3.4905
H -1.5670 0.5316 -2.9599
H -2.7006 -2.3238 -3.6088
H -2.1252 -3.6313 -5.5974
H 0.1571 -4.5487 -5.8710
H 1.8669 -4.1295 -4.1310
H 1.3125 -2.7708 -2.1570
O 0.5097 1.4785 -0.6049
C 0.2491 2.6643 -0.3498
C -0.4726 3.5181 -1.3542
C 0.3759 4.6848 -1.8789
C 0.4272 5.8946 -0.9523
C 1.0855 5.6447 0.3996
C 0.3779 4.5901 1.2397
N 0.6339 3.2169 0.8061
H -1.3967 3.8988 -0.9045
H -0.7604 2.8461 -2.1590
H -0.0397 4.9921 -2.8394
H 1.3884 4.3264 -2.0883
H -0.5947 6.2533 -0.7835
H 0.9503 6.7072 -1.4595
H 1.0990 6.5762 0.9697
H 2.1295 5.3451 0.2684
H -0.7017 4.7685 1.2511
H 0.7075 4.6373 2.2770
H 1.1761 2.6170 1.4096
*
```

=====

# 2
2 unconnected molecules or ions with the total composition C6H17NO at a distorted geometry, computed with ωB97M-V/def2-TZVPD.

Results
frontier orbital gap	0.3450	Eh
SMILES	CCCCNCC.O
molar mass	119.21	g/mol
energy above the lowest of the compared OMol25 structures with the same formula, charge and spin	75.9	kcal/mol

Geometry as ORCA input:
```
! RIJCOSX wB97M-V def2-TZVPD def2/J DEFGRID3
* xyz 0 1
C 0.8293 2.3348 -1.0993
C 0.5687 1.3414 -2.0939
C 1.4637 -0.0220 -1.7069
C 1.1459 -0.7039 -0.3688
N -0.1960 -0.7743 0.1396
C -0.3949 -1.4993 1.4934
C 0.3250 -0.6822 2.6192
H -0.0171 2.2984 -0.2265
H 1.8650 2.2280 -0.6703
H 0.8260 3.4830 -1.3741
H -0.4584 1.1077 -2.2228
H 0.7430 1.6852 -3.1934
H 1.1303 -0.7777 -2.5845
H 2.5154 0.2678 -1.6871
H 1.6868 -0.1869 0.3421
H 1.6050 -1.8786 -0.2332
H -0.7675 0.0695 0.1460
H -1.5073 -1.6059 1.6406
H 0.1115 -2.5117 1.1693
H 1.3853 -0.5412 2.4894
H 0.0255 -1.0008 3.5671
H -0.0335 0.2947 2.5092
O -3.2344 -0.2097 0.5958
H -2.4980 0.1068 0.1163
H -2.9920 -0.5535 1.4063
*
```

=====

# 3
A molecular structure, C32H21BrF9IrN2O2P at a distorted geometry, computed with ωB97M-V/def2-TZVPD.

Results
frontier orbital gap (alpha / beta)	0.1733 / 0.1991	Eh
molar mass	939.61	g/mol
energy above the lowest of the compared OMol25 structures with the same formula, charge and spin	93.9	kcal/mol

Geometry as ORCA input:
```
! RIJCOSX wB97M-V def2-TZVPD def2/J DEFGRID3
* xyz 2 2
Ir 0.3577 -0.0149 0.4144
Br -0.4280 -2.5590 0.8891
C 1.1992 -3.2594 0.1138
C 1.4239 -4.6188 0.2387
C 2.5649 -5.1838 -0.3251
C 3.4798 -4.3821 -0.9804
C 3.2727 -2.9929 -1.0985
C 4.2133 -2.1771 -1.7585
C 3.9834 -0.8292 -1.9343
C 2.7917 -0.2654 -1.4804
C 1.8711 -0.9957 -0.7325
C 2.0929 -2.3902 -0.5546
H 0.7140 -5.2351 0.7694
H 2.7288 -6.2468 -0.2374
H 4.3714 -4.8123 -1.4139
H 5.1145 -2.6288 -2.1423
H 4.7110 -0.2151 -2.4423
H 2.6116 0.7778 -1.6995
N -0.2851 1.6876 -1.6502
N -1.3716 2.3907 -1.1811
C -1.9626 1.9423 0.0924
O -2.6302 2.7540 0.6685
O -1.6222 0.7795 0.4051
H 0.3703 2.2709 -2.1652
H -0.5868 0.8846 -2.2097
H -1.3747 3.4018 -1.2892
F 2.6208 1.5361 9.0794
C 1.8353 0.5554 8.6377
F 0.6847 0.6189 9.3120
F 2.4201 -0.6046 8.9582
C 1.6042 0.6415 7.1403
C 2.1846 1.6665 6.4057
C 1.9911 1.7272 5.0396
C 1.2138 0.7534 4.4103
C 0.6254 -0.2675 5.1442
C 0.8209 -0.3213 6.5169
P 1.1250 0.9243 2.5855
C 2.8620 0.5530 2.1286
C 3.1420 -0.8105 2.3027
C 4.3536 -1.3375 1.9170
C 5.2980 -0.4982 1.3375
C 5.0559 0.8640 1.2098
C 3.8343 1.3930 1.5968
C 6.5955 -1.0843 0.8303
F 6.9549 -0.5050 -0.3242
F 7.5942 -0.9391 1.6909
F 6.4624 -2.3945 0.5652
C 0.4840 2.6021 2.3454
C -0.6608 2.8792 3.1043
C -1.3453 4.0649 2.9342
C -0.8872 4.9783 1.9937
C 0.2413 4.7092 1.2218
C 0.9146 3.5098 1.3726
C -1.6240 6.2834 1.7669
F -2.7574 6.3607 2.4493
F -0.8540 7.3218 2.1132
F -1.9107 6.4273 0.4632
H 2.7891 2.4116 6.9007
H 2.4464 2.5251 4.4689
H 0.0132 -1.0147 4.6596
H 0.3678 -1.1094 7.0984
H 2.3972 -1.4509 2.7576
H 4.5637 -2.3872 2.0476
H 5.8174 1.5077 0.7974
H 3.6640 2.4535 1.5036
H -1.0211 2.1506 3.8166
H -2.2396 4.2705 3.5021
H 0.5761 5.4416 0.5012
H 1.7780 3.2974 0.7560
*
```

=====

# 4
A single C8H7IN2O molecule at a distorted geometry, computed with ωB97M-V/def2-TZVPD.

Results
frontier orbital gap (alpha / beta)	0.2696 / 0.2739	Eh
molar mass	274.06	g/mol

Geometry as ORCA input:
```
! RIJCOSX wB97M-V def2-TZVPD def2/J DEFGRID3
* xyz 0 3
C 0.9096 2.2489 -0.2305
C 2.0592 1.4737 -0.0899
C -0.3460 1.7493 -0.1607
C 1.9548 0.1407 0.0914
C -0.5251 0.3274 0.0168
C 0.6755 -0.4164 0.1868
C -1.8494 -1.5906 -0.9579
C -1.7462 -0.3079 -0.1872
N 0.6378 -1.5844 0.8675
N -0.3766 -2.1237 1.3640
O -2.8401 -1.9611 -1.5595
I -3.5035 0.6386 0.2496
H 0.9239 3.2212 -0.4656
H 3.0830 2.0011 -0.1063
H -1.2677 2.4180 -0.3615
H 2.7416 -0.4679 0.1426
H -0.8201 -2.0697 -1.0187
H 1.5892 -2.0062 1.0769
H -1.3001 -1.6909 1.1422
*
```